Entry 1:
# C4H5N3O

One molecule with the formula C4H5N3O (ωB97M-V/def2-TZVPD, the OMol25 dataset).

Last column: natural (NBO) charge in e.
CARTESIAN COORDINATES (ANGSTROEM)
O1 0.6148 -0.0055 1.7583  -0.281
N1 1.6727 0.3888 1.0255  -0.136
N2 -1.6279 -0.4110 1.4475  -0.704
N3 0.0058 0.0928 -0.3115  -0.479
C1 -0.7457 -0.1064 -1.5010  0.001
C2 1.3621 0.5068 -0.1996  0.180
C3 -0.4270 -0.1385 1.0500  0.660
C4 -0.5154 -0.2710 -2.8233  -0.478
H1 -1.6399 -0.7826 -0.9862  0.183
H2 0.3029 0.3706 -3.5461  0.234
H3 -2.2180 -0.4861 0.4697  0.328
H4 1.7716 1.1781 -1.0652  0.249
H5 -1.5327 -0.6756 -3.2254  0.243

Properties
- maximum force (eV Å⁻¹) = 6.48
- molar mass (Da) = 111.10
- LUMO (eV) = 0.376
- relative energy (zero: lowest compared OMol25 entry of this formula, charge and spin) (kJ/mol) = 565.4
- structure (SMILES) = [H]/N=c1/oncn1C=C

=====

Entry 2:
# C23H28N5S2V

C23H28N5S2V as an isolated structure (ωB97M-V/def2-TZVPD, the OMol25 dataset).

Last column: natural (NBO) charge in e.
CARTESIAN COORDINATES (ANGSTROEM)
V1 -1.1041 0.1854 0.5459  0.933
S1 -2.5729 1.6833 -0.3110  -0.132
S2 -2.9991 -0.9892 1.1983  -0.196
N1 1.9513 -0.8098 0.9096  -0.593
N2 0.8648 2.1096 1.2813  -0.172
N3 0.2942 1.5679 0.2798  -0.301
N4 2.0660 -2.2599 -0.8794  -0.419
N5 -0.0028 -1.3558 -0.1537  -0.690
C1 3.5030 -2.3593 -0.6492  -0.203
C2 -5.6963 -0.9184 0.4591  -0.645
C3 2.5413 3.0544 -2.3274  -0.210
C4 -4.1601 0.9235 -0.2822  -0.203
C5 0.3709 1.6155 2.4842  0.077
C6 1.9808 2.7915 -1.0877  -0.231
C7 2.0147 2.4780 -3.4810  -0.211
C8 -0.6639 0.6567 2.4548  -0.385
C9 1.4379 -3.2430 -1.7542  -0.196
C10 0.9988 2.0379 3.6651  -0.201
C11 -0.4554 0.5614 4.8759  -0.187
C12 1.3185 -1.4886 -0.0612  0.676
C13 0.8795 1.9445 -0.9875  0.181
C14 0.0974 -2.7262 -2.2220  -0.422
C15 -5.2543 1.6720 -0.9976  -0.635
C16 0.5832 1.5038 4.8613  -0.231
C17 4.0462 -0.9851 -0.2998  -0.419
C18 -4.3453 -0.2368 0.3602  -0.161
C19 3.3781 -0.5151 0.9744  -0.205
C20 -1.0702 0.1550 3.7043  -0.200
C21 0.9159 1.6407 -3.3774  -0.197
C22 -0.7357 -2.3016 -1.0282  -0.215
C23 0.3516 1.3735 -2.1377  -0.228
H1 0.2531 -1.8743 -2.8892  0.211
H2 2.4551 2.6851 -4.4484  0.216
H3 0.4826 1.1976 -4.2664  0.215
H4 1.7910 2.7764 3.6135  0.217
H5 -5.3273 2.7007 -0.6334  0.219
H6 2.1103 -3.4123 -2.5947  0.205
H7 1.3425 -0.3028 1.5400  0.428
H8 -6.0744 -1.2048 -0.5253  0.211
H9 1.0520 1.8111 5.7870  0.213
H10 1.3188 -4.1964 -1.2290  0.189
H11 -1.0627 -3.1605 -0.4436  0.204
H12 -6.2234 1.1915 -0.8605  0.212
H13 2.3822 3.2379 -0.1885  0.239
H14 3.8132 -1.0210 1.8359  0.195
H15 5.1271 -1.0189 -0.1695  0.227
H16 -6.4415 -0.2670 0.9224  0.212
H17 -5.6215 -1.8209 1.0617  0.225
H18 3.9525 -2.7340 -1.5665  0.213
H19 -1.6422 -1.8124 -1.3710  0.226
H20 3.7260 -3.0770 0.1494  0.191
H21 -0.4276 -3.5028 -2.7786  0.226
H22 -5.0499 1.7271 -2.0710  0.213
H23 -1.8858 -0.5537 3.7533  0.225
H24 -0.5222 0.7411 -2.0718  0.226
H25 3.3945 3.7180 -2.3935  0.215
H26 -0.7803 0.1451 5.8217  0.211
H27 3.8189 -0.2967 -1.1175  0.222
H28 3.5051 0.5584 1.1165  0.218

Properties
- maximum force (eV Å⁻¹) = 1.99
- molar mass (Da) = 489.59
- spin multiplicity = 3
- LUMO (alpha / beta) (eV) = -0.540 / -0.812
- expectation value of S² = 2.05

=====

Entry 3:
# C4H7NO2

One molecule with the formula C4H7NO2 (ωB97M-V/def2-TZVPD, the OMol25 dataset).

Last column: natural (NBO) charge in e.
CARTESIAN COORDINATES (ANGSTROEM)
O1 1.6622 0.5932 0.4374  -0.716
O2 -1.1300 0.9992 0.6656  -0.493
N1 -0.4611 0.3846 -1.5202  -0.511
C1 0.7528 -0.4924 0.4094  0.045
C2 -0.4671 -0.1309 1.2527  -0.094
C3 0.2251 -0.7921 -0.9918  -0.280
C4 -1.0484 1.1236 -0.6734  0.400
H1 -1.1931 -0.9564 1.3397  0.183
H2 -1.5667 2.0208 -1.0040  0.177
H3 -0.4848 -1.6317 -0.9450  0.205
H4 1.2806 -1.3496 0.8414  0.190
H5 1.5665 1.1121 -0.3727  0.478
H6 1.0238 -1.0721 -1.6874  0.211
H7 -0.1598 0.1917 2.2483  0.206

Properties
- maximum force (eV Å⁻¹) = 0.41
- molar mass (Da) = 101.10
- LUMO (eV) = 0.831
- relative energy (zero: lowest compared OMol25 entry of this formula, charge and spin) (kJ/mol) = 141.4
- structure (SMILES) = O[C@@H]1CN=COC1

=====

Entry 4:
# C31H47BrO2P2Tb

C31H47BrO2P2Tb as an isolated structure (ωB97M-V/def2-TZVPD, the OMol25 dataset).

Last column: Löwdin spin population.
CARTESIAN COORDINATES (ANGSTROEM)
Tb1 1.6348 -0.3222 1.0259  6.667
Br1 3.4359 1.7832 4.4438  0.001
P1 -4.7351 -5.6062 -4.6281  0.000
P2 -1.9428 -4.8879 -4.9355  0.000
O1 3.4392 0.9854 1.2218  0.005
O2 3.5038 -1.0601 2.0762  0.015
C1 2.0465 -1.1306 -1.5095  0.017
C2 4.0655 0.1054 1.9396  0.005
C3 7.6791 0.5170 2.8491  0.000
C4 -2.0024 1.4465 0.7704  -0.160
C5 -2.5825 -5.9812 -6.3300  0.000
C6 7.5710 1.5756 3.7565  0.000
C7 1.2606 -2.1116 -2.3408  0.000
C8 -0.8958 2.2429 0.4189  -0.019
C9 0.4234 0.2479 3.3521  0.013
C10 -0.9820 0.0548 -2.4448  0.000
C11 -1.2111 -3.5641 -5.9816  0.000
C12 -0.2688 0.8637 2.1715  -0.031
C13 -0.2208 -2.3154 -1.9494  0.001
C14 5.2869 0.4922 2.6383  0.002
C15 -1.6346 0.6033 1.8308  -0.155
C16 -2.5392 -0.2891 2.5870  -0.024
C17 0.1838 1.9441 1.3067  -0.249
C18 -6.0605 -6.8361 -4.2116  0.000
C19 -3.3725 1.5793 0.2028  -0.025
C20 -0.8980 3.3049 -0.6106  0.006
C21 2.0552 0.2309 -1.6708  0.010
C22 -0.4696 -5.8991 -4.5243  0.000
C23 1.4246 1.0006 -2.7925  -0.001
C24 -5.7147 -4.6670 -5.8799  0.000
C25 0.1033 0.4520 -3.3964  0.000
C26 -3.8533 -6.6939 -5.8765  0.000
C27 -1.0651 -1.0911 -1.7591  -0.001
C28 5.1625 1.4035 3.6946  0.000
C29 6.3115 2.0050 4.1976  0.000
C30 1.3287 2.8735 1.4504  -0.038
C31 6.5339 -0.0450 2.2845  0.000
H1 -1.7357 0.8340 -2.2726  0.000
H2 -6.5473 -4.1755 -5.3634  0.000
H3 -3.6263 -7.6490 -5.3816  0.000
H4 1.9679 2.6346 2.3072  0.001
H5 2.8442 -1.6077 -0.8967  0.003
H6 6.5620 -0.8720 1.5701  0.000
H7 -0.3352 -0.1902 4.0199  0.000
H8 -2.0262 -2.9963 -6.4509  0.000
H9 -1.8509 -1.2020 -1.0026  -0.001
H10 0.1868 -5.3293 -3.8572  0.000
H11 -0.2587 -2.8914 -1.0111  0.001
H12 8.6662 0.1457 2.5505  0.000
H13 -6.5158 -7.2469 -5.1286  0.000
H14 1.9521 2.8967 0.5402  -0.014
H15 0.3233 -0.3637 -4.1017  0.000
H16 -3.3328 1.8234 -0.8658  -0.003
H17 -0.8003 -6.8062 -4.0046  0.000
H18 1.7629 -3.0867 -2.2182  0.000
H19 -2.1293 -1.3019 2.6803  -0.006
H20 2.1427 1.0947 -3.6322  0.000
H21 -0.3170 1.2861 -3.9838  0.000
H22 0.9530 3.9019 1.6061  -0.013
H23 -5.6188 -7.6501 -3.6163  0.000
H24 1.3439 -1.8793 -3.4120  0.000
H25 -2.7251 0.1000 3.5998  -0.008
H26 8.4758 2.0513 4.1316  0.000
H27 -4.5340 -6.9001 -6.7131  0.000
H28 2.8087 0.8165 -1.1104  0.001
H29 0.0648 -6.1775 -5.4405  0.000
H30 1.2551 2.0299 -2.4324  0.000
H31 -1.5118 3.0203 -1.4747  0.001
H32 0.1117 3.5180 -0.9803  0.000
H33 6.2152 2.8226 4.9025  0.000
H34 -3.9385 0.6480 0.3270  -0.002
H35 -6.1110 -5.3463 -6.6456  0.000
H36 -1.7955 -6.6980 -6.5939  0.000
H37 -5.0886 -3.9021 -6.3508  0.000
H38 -0.5654 -3.9937 -6.7597  0.000
H39 -2.7712 -5.3471 -7.2081  0.000
H40 -1.3085 4.2553 -0.2349  0.001
H41 -6.8286 -6.3249 -3.6108  0.000
H42 -3.9334 2.3838 0.7077  -0.010
H43 -0.6339 -2.8839 -5.3395  0.000
H44 -0.6772 -2.9718 -2.7182  0.000
H45 0.9732 0.9938 3.9400  0.000
H46 -3.5038 -0.3726 2.0783  0.000
H47 1.1328 -0.6187 3.1725  0.007

Properties
- maximum force (eV Å⁻¹) = 2.88
- molar mass (Da) = 752.49
- spin multiplicity = 7
- LUMO (alpha / beta) (eV) = -4.761 / -2.737
- relative energy (zero: lowest compared OMol25 entry of this formula, charge and spin) (kJ/mol) = 14.9
- expectation value of S² = 12.82
- total charge = +1

=====

Entry 5:
# C18H23F3N2O

C18H23F3N2O as an isolated structure (ωB97M-V/def2-TZVPD, the OMol25 dataset).

Last column: natural (NBO) charge in e.
CARTESIAN COORDINATES (ANGSTROEM)
F1 0.0600 -4.5589 3.0075  -0.288
F2 -0.2806 -4.0987 0.9408  -0.309
F3 -1.0808 -2.5563 2.2830  -0.383
O1 3.1880 -0.1747 -1.4351  -0.578
N1 -0.5813 2.4769 -0.8711  -0.442
N2 1.5212 1.1138 -0.5559  -0.439
C1 1.0332 -2.7440 1.8908  -0.255
C2 -4.4651 3.7056 -2.2350  -0.314
C3 2.3999 0.0747 -0.6271  0.710
C4 -4.0470 2.2989 -2.6966  -0.413
C5 -2.9356 1.6148 -2.1036  -0.406
C6 1.3249 -1.7616 0.8159  -0.085
C7 0.7778 1.4410 0.5355  -0.238
C8 3.4550 -2.0157 2.6489  -0.219
C9 1.5865 1.8556 -1.6501  -0.218
C10 -2.2341 4.0157 -2.3762  -0.405
C11 2.3273 -2.9776 2.4871  -0.102
C12 0.0513 -3.5307 2.1026  0.967
C13 0.1329 1.8884 -2.1968  -0.236
C14 -0.5602 1.4681 0.1108  -0.219
C15 -3.4261 4.6897 -2.2315  -0.490
C16 3.4781 -1.2315 1.4371  -0.150
C17 2.5133 -0.9759 0.5675  -0.144
C18 -2.1748 2.7954 -1.3356  0.016
H1 -3.5229 1.0027 -1.2044  0.182
H2 -1.3229 4.6590 -2.0041  0.215
H3 0.9920 2.4187 0.9630  0.201
H4 -2.5242 3.1897 -0.3940  0.195
H5 1.7222 2.8441 -1.1870  0.190
H6 -3.8331 2.4985 -3.8964  0.160
H7 -3.6873 5.3147 -1.3856  0.222
H8 2.2847 1.6492 -2.4142  0.245
H9 -5.6224 3.7270 -2.9091  0.228
H10 -2.2779 1.0631 -2.5103  0.206
H11 1.0095 0.7047 1.2341  0.230
H12 4.3399 -0.7157 1.3868  0.199
H13 0.0389 1.0026 -2.6321  0.182
H14 -1.4317 1.6987 0.8403  0.217
H15 -4.7694 1.6369 -2.9256  0.220
H16 0.0284 2.5159 -2.9442  0.183
H17 2.3065 -3.6413 3.7190  0.198
H18 0.4375 -1.5135 0.1526  0.216
H19 4.3746 -2.1238 3.1165  0.226
H20 -1.8523 3.7408 -3.1852  0.198
H21 -3.6369 5.1935 -3.0081  0.220
H22 -4.8858 3.4335 -0.9941  0.165
H23 -0.9183 0.3486 -0.3524  0.144

Properties
- maximum force (eV Å⁻¹) = 17.68
- molar mass (Da) = 340.39
- LUMO (eV) = -0.014

=====

Entry 6:
# C2H3OPb

C2H3OPb as an isolated structure (ωB97M-V/def2-TZVPD, the OMol25 dataset).

Last column: Löwdin spin population.
CARTESIAN COORDINATES (ANGSTROEM)
Pb1 1.8668 0.4165 -0.0209  0.296
O1 3.6505 -0.4768 0.0171  0.499
C1 -0.3224 0.6052 0.0232  0.185
C2 -1.2023 -0.4143 0.0414  0.010
H1 -0.8037 1.5910 -0.0955  0.002
H2 -2.2796 -0.2729 0.2118  0.008
H3 -0.9094 -1.4487 -0.1772  0.001

Properties
- maximum force (eV Å⁻¹) = 2.84
- molar mass (Da) = 250.25
- spin multiplicity = 2
- LUMO (alpha / beta) (eV) = -0.882 / -0.920
- relative energy (zero: lowest compared OMol25 entry of this formula, charge and spin) (kJ/mol) = 268.7
- expectation value of S² = 0.77

=====

> Among the records above, which one has the highest molar mass?

C31H47BrO2P2Tb